(1)
20
Properties=species:S:1:pos:R:3 method="wB97M-V/def2-TZVPD" de_lowest_kj_mol=448.2 homo_ev=-7.2 mol_weight_g_mol=99.18 total_energy_ha=-290.98805
C 2.76774 -0.29124 0.91639
C 0.28872 -0.89625 -1.25696
C 0.53278 0.57133 -1.51123
N -0.66607 0.17790 -0.79626
C -2.01352 0.70225 -0.80450
C -1.24915 0.51120 0.47827
C -1.54716 -0.65996 1.37380
H 2.53442 0.71981 1.26799
H 3.59429 -0.23744 0.20156
H 3.06694 -0.90795 1.76789
H -0.15081 -1.35171 -2.15335
H 1.90236 -0.74108 0.41178
H 0.30154 1.05993 -2.46221
H 1.26432 1.11662 -0.90896
H -2.80625 0.00041 -1.04955
H -2.12505 1.70772 -1.20322
H -0.83905 1.40487 0.94696
H -2.27017 -0.38267 2.14708
H -1.95741 -1.48693 0.78621
H -0.62846 -1.01681 1.84831

(2)
139
Properties=species:S:1:pos:R:3 method="wB97M-V/def2-TZVPD" smiles="N=P(O)(O)[PH2](C(=O)C(F)(F)C(F)(F)C(F)(F)C(=O)O)P(O)Cl.CCN(CC)CC.CCN(CC)CC.CCN(CC)CC.CCN(CC)CC.CCN(CC)CC" homo_ev=-7.9 mol_weight_g_mol=925.44 total_energy_ha=-4246.09559
N 1.98680 -2.93822 -1.94705
P 2.86697 -1.72198 -1.56739
O 3.82806 -1.25096 -2.75665
O 3.92283 -2.01689 -0.35904
P 1.56287 -0.00178 -0.84670
C 0.84642 0.22921 -2.60671
O 1.59555 0.60939 -3.47759
C -0.67666 0.04369 -2.97149
F -1.29947 1.15957 -2.56055
F -0.77855 -0.03559 -4.29974
C -1.33010 -1.21525 -2.40238
F -1.11920 -1.28150 -1.07223
F -0.71697 -2.25136 -2.97742
C -2.85671 -1.37132 -2.64358
F -3.07749 -1.79869 -3.88229
F -3.48551 -0.20156 -2.46571
C -3.37571 -2.39720 -1.60756
O -3.12043 -3.56251 -1.68655
O -4.11724 -1.86931 -0.60922
P 0.39598 1.81906 -0.12461
O 1.29747 2.28685 1.18319
Cl -1.33854 1.14115 0.78701
H 2.21854 -3.75402 -1.40345
H 4.26075 -0.41681 -2.55465
H 3.44590 -2.29648 0.42509
H 1.02845 -0.92032 0.11457
H 2.74131 0.73444 -0.46562
H -3.59638 -1.25109 -0.08560
H 1.29021 1.55190 1.80924
C 2.25984 5.09129 -2.25760
C 2.60164 6.41687 -1.59196
N 2.05182 6.53625 -0.25709
C 2.11222 7.88410 0.27750
C 3.49306 8.50325 0.52915
C 2.40455 5.46653 0.65826
C 3.89426 5.20709 0.92267
H 1.18296 4.91880 -2.25078
H 2.59684 5.10181 -3.29493
H 2.74743 4.24769 -1.76500
H 2.17777 7.22077 -2.19909
H 3.69497 6.55351 -1.61444
H 1.53652 7.91116 1.20638
H 1.57054 8.53350 -0.41749
H 3.97816 8.07757 1.40636
H 3.38523 9.57445 0.71093
H 4.15850 8.38404 -0.32611
H 1.96766 4.54118 0.28596
H 1.89939 5.63989 1.61115
H 4.48168 5.20495 0.00325
H 4.01427 4.22633 1.38881
H 4.32696 5.93845 1.60332
C -3.66500 -2.08427 3.71168
C -3.22322 -3.28998 2.89525
N -1.91523 -3.12075 2.29160
C -1.61214 -4.12346 1.28153
C -1.48106 -5.58701 1.71845
C -0.84044 -2.79115 3.20795
C -0.56321 -3.75457 4.36942
H -3.61832 -1.17142 3.11556
H -4.69514 -2.22101 4.04121
H -3.05405 -1.94407 4.60442
H -3.94327 -3.43586 2.08621
H -3.28173 -4.18835 3.52960
H -0.69454 -3.82431 0.76508
H -2.39759 -4.06541 0.52621
H -0.54854 -5.77584 2.24966
H -1.48273 -6.22925 0.83611
H -2.31022 -5.90233 2.35215
H -1.04733 -1.80376 3.63048
H 0.07576 -2.65623 2.62629
H -1.47814 -4.06699 4.87436
H 0.06473 -3.25805 5.11353
H -0.02829 -4.64557 4.04481
C -6.96263 5.62648 -1.38951
C -5.82473 4.79739 -1.96599
N -6.00594 3.37231 -1.77496
C -4.81056 2.59501 -2.04834
C -4.26852 2.58960 -3.48465
C -7.25072 2.82381 -2.28129
C -7.57012 3.01287 -3.77056
H -7.12637 5.38336 -0.33916
H -6.71684 6.68666 -1.45870
H -7.89765 5.47371 -1.92962
H -4.90261 5.08494 -1.45444
H -5.68988 5.06839 -3.02537
H -4.98759 1.56643 -1.72906
H -4.01899 2.96902 -1.38973
H -4.87883 1.97899 -4.14903
H -3.26487 2.16738 -3.49598
H -4.20169 3.59519 -3.90068
H -8.06982 3.25764 -1.70179
H -7.27473 1.75833 -2.04101
H -7.38274 4.03409 -4.10454
H -8.62680 2.80202 -3.94732
H -6.99876 2.33593 -4.40326
C 2.24875 -1.03639 -6.64153
C 3.70069 -0.64319 -6.86405
N 4.59749 -1.78001 -6.92024
C 5.99852 -1.41658 -6.83296
C 6.60319 -0.57657 -7.96577
C 4.26123 -2.79702 -7.89885
C 4.15286 -2.37455 -9.37064
H 2.14865 -1.66372 -5.75441
H 1.64449 -0.14054 -6.49252
H 1.83117 -1.57265 -7.49473
H 4.01263 -0.01568 -6.02449
H 3.76340 -0.01115 -7.76499
H 6.58493 -2.33219 -6.71839
H 6.13286 -0.86809 -5.89471
H 6.75835 -1.16238 -8.87055
H 7.58008 -0.19716 -7.65832
H 5.98280 0.28488 -8.21373
H 3.30901 -3.24486 -7.60387
H 4.98819 -3.60766 -7.81000
H 3.58090 -1.45392 -9.49240
H 3.63902 -3.15350 -9.93761
H 5.12906 -2.23444 -9.83215
C 1.70860 -3.00208 11.51061
C 0.49782 -3.60447 10.81383
N 0.32229 -3.12052 9.45891
C -0.97157 -3.44957 8.88990
C -1.30628 -4.92934 8.66547
C 1.46438 -3.28680 8.57887
C 2.01164 -4.70451 8.36380
H 1.67248 -1.91273 11.47872
H 1.72250 -3.31118 12.55616
H 2.64702 -3.33035 11.06232
H -0.39340 -3.32675 11.38212
H 0.56931 -4.70265 10.86457
H -1.08187 -2.91688 7.94104
H -1.73713 -3.02509 9.54692
H -0.76622 -5.34354 7.81497
H -2.37149 -5.03358 8.44864
H -1.09358 -5.54084 9.54238
H 2.27733 -2.66446 8.96189
H 1.21232 -2.84855 7.60996
H 2.10815 -5.25395 9.30084
H 3.00614 -4.64862 7.91628
H 1.38900 -5.28806 7.68757

(3)
8
Properties=species:S:1:pos:R:3 method="wB97M-V/def2-TZVPD" de_lowest_kj_mol=341.0 smiles="C#[N+][O-].O=CCl" homo_ev=-10.5 mol_weight_g_mol=107.50 total_energy_ha=-742.70670
C 0.95114 0.94906 0.60754
N 0.17009 1.55617 0.04388
O -0.65623 2.11628 -0.60377
H 1.91601 0.49499 0.93752
O -0.00279 -1.88826 0.70708
C -0.36213 -1.28152 -0.22193
Cl -2.07379 -1.41874 -0.58966
H 0.05769 -0.52797 -0.88066

(4)
48
Properties=species:S:1:pos:R:3 method="wB97M-V/def2-TZVPD" de_lowest_kj_mol=510.7 smiles="CC(C)(C)C(=O)NC[C@@]12C=C[C@@H](O1)c1c2c(O)n(-c2ccccc2)c1O" homo_ev=-7.0 mol_weight_g_mol=354.41 total_energy_ha=-1185.69825
C 2.36997 3.92746 -2.68159
C 1.22504 3.90843 -1.64629
C 0.05371 4.77479 -2.12738
C 1.73588 4.54898 -0.31994
C 0.75411 2.45675 -1.39073
O 1.14693 1.82476 -0.39930
N -0.05943 1.81748 -2.26489
C -0.30692 0.36780 -2.26445
C -1.38581 -0.17183 -1.32706
C -2.57279 0.61999 -0.90902
C -3.61986 -0.25916 -0.65740
C -3.08805 -1.62723 -0.97666
O -2.16689 -1.19715 -2.00446
C -2.01251 -1.92028 0.01559
C -0.97853 -1.05292 -0.16815
C 0.00920 -1.28391 0.72375
O 1.19016 -0.62079 0.78150
N -0.43947 -2.41129 1.47234
C 0.22509 -3.18100 2.41295
C -0.39718 -3.69561 3.56414
C 0.31058 -4.54817 4.40234
C 1.64923 -4.84681 4.11899
C 2.28589 -4.27162 3.00769
C 1.57760 -3.47521 2.13390
C -1.73600 -2.81865 0.99052
O -2.54640 -3.86722 1.44698
H 2.03221 3.51109 -3.67087
H 2.77720 4.93530 -2.86456
H 3.17816 3.31604 -2.23164
H -0.34226 4.45458 -3.11178
H 0.36738 5.79643 -2.28150
H -0.75761 4.77955 -1.38705
H 2.06460 5.55228 -0.43498
H 0.97298 4.51014 0.49999
H 2.62552 3.96731 0.06024
H -0.27623 2.32803 -3.12557
H 0.64262 -0.15172 -2.17859
H -0.68013 0.13944 -3.28445
H -2.58781 1.69579 -0.81334
H -4.61071 -0.00151 -0.32947
H -3.79003 -2.41482 -1.21144
H 1.09665 0.21377 0.24930
H -1.38585 -3.38299 3.87914
H -0.16147 -4.91113 5.32708
H 2.18289 -5.46477 4.82318
H 3.34323 -4.39046 2.83378
H 2.06587 -3.06575 1.29221
H -1.98073 -4.41421 2.02698

(5)
8
Properties=species:S:1:pos:R:3 method="wB97M-V/def2-TZVPD" de_lowest_kj_mol=377.6 smiles="Cl/C=C1/O[C@H]1I" homo_ev=-9.5 mol_weight_g_mol=216.40 total_energy_ha=-948.46790
Cl 1.90663 -2.12098 0.44531
C 0.28370 -1.38225 -0.14262
C 0.29949 -0.23597 -0.67781
O -0.25969 0.89898 -0.82143
C 0.92379 0.76116 0.12633
I 0.69305 0.77928 2.13242
H -0.37154 -2.21924 0.07789
H 1.52130 1.57938 -0.11036

(6)
72
Properties=species:S:1:pos:R:3 method="wB97M-V/def2-TZVPD" de_lowest_kj_mol=7.8 smiles=Cc1ccc(OC[C@@H](O)CN2CCN(C[C@@H](O)COC(C)C)CC2)c(C(C)(C)C)c1 homo_ev=-8.1 mol_weight_g_mol=422.61 total_energy_ha=-1350.14743
C 2.91597 4.09156 7.06236
C 2.48960 3.44489 5.77817
C 1.90871 4.16980 4.75641
C 1.52109 3.53988 3.58694
C 1.70762 2.17597 3.40880
O 1.34285 1.52047 2.25946
C 0.78776 2.22665 1.17666
C -0.71620 2.53622 1.33751
O -1.16969 3.23481 0.20652
C -1.53030 1.24202 1.52470
N -1.55602 0.51269 0.26273
C -0.85348 -0.75871 0.29746
C -0.74445 -1.31376 -1.11926
N -2.07943 -1.50837 -1.65170
C -2.13230 -2.27991 -2.86929
C -1.38044 -1.71118 -4.08955
O -0.00638 -1.98794 -3.95333
C -1.90610 -2.33199 -5.38979
O -1.09724 -1.81921 -6.42966
C -1.30629 -2.33857 -7.73531
C -0.95523 -3.82419 -7.84810
C -2.71510 -2.06507 -8.26432
C -2.78047 -0.24237 -1.69539
C -2.88946 0.30950 -0.27524
C 2.30763 1.41327 4.43264
C 2.55090 -0.08345 4.27011
C 3.47614 -0.32165 3.06872
C 1.21194 -0.80157 4.05545
C 3.21833 -0.71162 5.49895
C 2.67621 2.07959 5.59013
H 2.38401 3.65195 7.90551
H 2.71330 5.15938 7.04416
H 3.98245 3.94338 7.22835
H 1.74948 5.23320 4.86184
H 1.06939 4.13672 2.81127
H 1.33369 3.15566 0.97482
H 0.90910 1.56642 0.31211
H -0.87410 3.19322 2.19858
H -1.26093 2.56956 -0.49224
H -1.08599 0.64923 2.32903
H -2.54549 1.51402 1.82856
H 0.14510 -0.60564 0.70895
H -1.38717 -1.49018 0.92814
H -0.23153 -2.27592 -1.10488
H -0.15466 -0.61932 -1.73726
H -1.70661 -3.26386 -2.65392
H -3.18613 -2.40498 -3.13416
H -1.53306 -0.62183 -4.15297
H 0.39121 -1.83802 -4.82135
H -1.82025 -3.42415 -5.32651
H -2.95918 -2.06007 -5.53356
H -0.58744 -1.76082 -8.32981
H -0.88674 -4.09981 -8.89663
H -1.71619 -4.44483 -7.38035
H 0.00242 -4.02046 -7.37149
H -2.97983 -1.02323 -8.10002
H -3.44782 -2.69868 -7.76944
H -2.74734 -2.27032 -9.33059
H -3.78126 -0.40537 -2.10249
H -2.26254 0.50444 -2.32228
H -3.41737 1.26583 -0.29502
H -3.46755 -0.40351 0.33758
H 4.42554 0.18752 3.22223
H 3.02739 0.04992 2.15414
H 3.66884 -1.38617 2.95203
H 0.73902 -0.46349 3.14054
H 1.37086 -1.87566 3.98414
H 0.54213 -0.60449 4.89048
H 2.59437 -0.61015 6.38395
H 4.19154 -0.26643 5.69170
H 3.36836 -1.77402 5.31655
H 3.13481 1.53317 6.39755

(7)
10
Properties=species:S:1:pos:R:3 method="wB97M-V/def2-TZVPD" de_lowest_kj_mol=37.4 smiles=ClC(Cl)Cl.ClC(Cl)Cl homo_ev=-11.1 mol_weight_g_mol=238.76 total_energy_ha=-2838.53404
Cl -0.09982 0.02012 0.89917
C -0.07785 -0.25680 2.68071
Cl -0.57004 -1.93727 3.00222
Cl -1.15791 0.89523 3.37717
H 0.91199 -0.00436 2.91708
Cl -1.48132 0.44427 -2.83771
C 0.18420 0.23588 -2.46545
Cl 1.05015 1.70084 -2.85891
Cl 0.91795 -1.19356 -3.34768
H 0.32266 0.09565 -1.36658

(8)
19
Properties=species:S:1:pos:R:3 method="wB97M-V/def2-TZVPD" de_lowest_kj_mol=838.9 homo_ev=-7.2 mol_weight_g_mol=133.22 total_energy_ha=-725.00536
O 1.14118 1.04079 -2.93027
C 1.03136 1.63027 -1.87495
C 0.88378 0.94497 -0.51827
C -0.04189 -0.28960 -0.76304
C 0.31046 -1.51691 -0.08058
S 0.45569 -1.39871 1.68358
C -1.10849 -2.14802 2.32584
N 0.28503 1.88939 0.46295
H 1.39600 2.67139 -1.80702
H 1.89747 0.71931 -0.16333
H -0.17163 -0.43881 -1.83659
H -0.98491 0.07603 -0.34673
H 0.91889 -2.25055 -0.64585
H -1.16148 2.29578 -1.58104
H -1.95839 -1.58973 1.91273
H -1.11829 -2.17008 3.41435
H -1.19084 -3.16789 1.94104
H -0.30662 2.32388 -0.33380
H -0.27732 1.37849 1.14100

(9)
79
Properties=species:S:1:pos:R:3 method="wB97M-V/def2-TZVPD" total_charge=-7 homo_ev=6.9 mol_weight_g_mol=1055.57 total_energy_ha=-5556.48911
C 1.23956 1.07435 1.50667
C 1.01337 -0.33700 1.93352
O 1.88233 -1.15670 1.88419
N -0.35314 -0.88406 2.40491
H -0.23335 -1.87326 2.69036
H -0.68887 -0.37140 3.24797
C -1.50079 -0.87388 1.34520
H 1.03554 1.81742 2.27967
H 0.51127 1.31578 0.72269
H 2.18336 1.32551 1.02810
H -1.11823 -1.08477 0.35539
H -1.85720 0.15297 1.43435
H -2.29298 -1.51724 1.71692
C -0.04064 3.20830 -3.74742
O 0.92228 2.72529 -4.70375
O -1.19723 2.58986 -3.98623
C 0.52373 3.12966 -2.28721
F 1.34866 4.16761 -1.95103
F -0.47200 3.31834 -1.38340
F 1.15464 1.98099 -1.92105
C 2.00079 3.60580 -4.99656
C 2.79564 2.95203 -6.10588
H 2.16034 2.73124 -6.96293
H 3.64406 3.59860 -6.35663
H 3.19902 2.00963 -5.73044
H 2.56787 4.00328 -4.15080
H 1.52972 4.51489 -5.41026
H -0.25460 4.28233 -3.93556
C -0.58345 -3.75038 -3.10768
O -1.75277 -4.53253 -3.44636
O 0.04561 -3.36686 -4.26000
C -1.05904 -2.62220 -2.16931
F -2.16731 -1.98285 -2.56118
F -1.32621 -3.12085 -0.93158
F -0.08986 -1.71242 -2.00425
C -1.59691 -5.82725 -3.93023
C -3.03108 -6.43427 -4.04309
H -3.48473 -6.55951 -3.06224
H -3.60835 -5.82684 -4.73813
H -2.90447 -7.43211 -4.48337
H -1.02681 -6.51728 -3.29182
H -1.08506 -5.85706 -4.89764
H 0.02759 -4.46483 -2.53130
P 2.56428 4.92835 2.75494
F 2.44224 4.20211 1.31885
F 2.87657 6.35627 1.99427
F 0.98895 5.27519 2.68583
F 2.75208 5.70176 4.20106
F 2.47369 3.49415 3.47863
F 4.18421 4.72219 2.67247
P -0.75959 -4.50535 3.83380
F 0.66692 -5.19504 3.61718
F -1.58955 -5.77705 3.28349
F -0.87097 -5.08510 5.35398
F -2.18004 -3.71728 4.07544
F -0.01359 -3.14478 4.41330
F -0.71652 -3.93608 2.32223
P 6.03609 1.57090 -0.74339
F 4.87601 2.11325 0.28886
F 7.11790 2.75707 -0.42780
F 6.75481 0.69082 0.42620
F 6.98653 1.02104 -1.94509
F 5.01293 0.31796 -1.02306
F 5.31544 2.54672 -1.83612
B -0.71799 0.15858 5.43983
F -1.67570 -0.75692 5.03663
F -0.89583 0.52406 6.76259
F 0.53050 -0.48266 5.27854
F -0.83092 1.28997 4.58449
B -5.87383 -1.85104 1.29842
F -5.95653 -0.49877 1.68591
F -4.60439 -2.03793 0.75581
F -6.14473 -2.68914 2.42263
F -6.86681 -2.10750 0.30538
B -3.60194 3.51923 3.23133
F -4.24084 3.35855 4.48034
F -2.23567 3.80514 3.46287
F -3.75256 2.36431 2.45491
F -4.11145 4.66873 2.59267